A molecular structure, C28H46F6LaOP2. Source: the OMol25 dataset; level of theory: ωB97M-V with the def2-TZVPD basis set.

The geometry in XYZ format:
```
84
Properties=species:S:1:pos:R:3:lowdin_charge:R:1
La -1.0724 0.9137 0.7921 2.02
P -0.7269 -0.6182 -3.3911 0.83
P -0.8529 2.3491 -3.0640 0.77
F -0.8909 -2.6970 2.5837 0.10
F -5.0902 -2.0189 3.1369 0.15
F -4.5091 -1.1296 1.2011 0.14
F -2.8246 -3.7237 2.8965 0.16
F -4.6777 0.1488 2.9774 0.13
F -2.3907 -2.7114 0.9835 0.12
O -2.0804 -0.2878 2.1580 -0.47
C -2.6512 -1.2828 4.4058 0.03
C 0.7072 -0.2085 4.2352 -0.02
C 1.5440 -1.3304 -1.2355 -0.25
C 1.4530 3.2945 0.7181 -0.05
C 2.3524 -3.4863 0.8475 -0.10
C 4.1118 -2.9017 -0.9944 -0.18
C -2.7955 -1.2859 2.9071 -0.37
C -1.2571 0.2631 -4.9528 -0.43
C -2.2525 -2.6249 2.3373 -0.48
C 3.6729 -2.8669 0.4834 -0.18
C -0.6613 1.9096 3.5042 -0.28
C 1.1598 1.2641 2.2422 -0.36
C -1.6198 2.0150 4.6285 -0.02
C 2.8674 -0.8468 -1.7341 -0.12
C 0.3185 0.8935 3.3266 -0.28
C -1.6329 1.6955 -4.6622 -0.45
C 0.7303 2.5444 1.7747 -0.41
C -1.3345 4.0392 -3.6191 -0.33
C -0.3839 2.9466 2.5775 -0.32
C 0.8412 2.3980 -3.8062 -0.29
C -4.2880 -1.0911 2.5403 -0.50
C -2.1637 -1.7658 -3.3149 -0.27
C 1.2708 -3.4483 0.0458 -0.10
C 0.5053 -1.5868 -4.4263 -0.25
C 4.0010 -1.5460 -1.6310 -0.09
C 2.4359 0.5846 1.8852 -0.05
C -1.0545 4.2800 2.5623 -0.03
C 1.2652 -2.8475 -1.3431 -0.20
H 1.4466 1.5189 -3.5629 0.01
H -2.3618 -2.0540 -2.2727 0.02
H 3.6006 -3.7057 -1.5367 0.11
H -1.3552 4.5999 3.5703 0.08
H -0.0188 -1.8456 -5.3573 0.05
H 4.9118 -1.0691 -1.9826 0.11
H 4.4375 -3.3836 1.0785 0.11
H -3.0404 -1.2382 -3.7194 0.04
H 2.8561 0.2056 -2.0556 0.10
H 0.7281 -0.7992 -1.8011 -0.03
H 3.7309 -1.8113 0.7827 0.10
H -0.8000 4.8081 -3.0610 0.03
H 1.0587 4.3050 0.5883 0.08
H 1.3544 -0.9322 -4.6917 0.05
H -0.3469 5.0342 2.1890 0.08
H -2.5940 1.5611 4.3958 0.07
H 2.7949 0.8829 0.8904 0.08
H 0.2892 -0.1041 5.2421 0.09
H -1.9589 -2.6581 -3.9219 0.05
H -3.3309 -2.0442 4.8293 0.12
H 2.5264 3.3745 0.9503 0.10
H -1.6079 -1.5217 4.6720 0.09
H 3.2575 0.8182 2.5944 0.11
H -1.2796 2.3182 -5.4961 0.07
H 1.9545 -3.3015 -2.0634 0.10
H 0.8625 -2.4973 -3.9400 0.03
H -0.4287 0.2289 -5.6801 0.08
H 1.8062 -0.2226 4.3370 0.09
H 0.7757 2.4861 -4.8965 0.05
H 2.2933 -3.9122 1.8626 0.11
H -1.1090 4.1623 -4.6853 0.04
H -2.9250 -0.2997 4.7977 0.08
H -1.8264 3.0567 4.8945 0.08
H 0.2685 -3.0218 -1.7981 0.10
H 0.3181 -3.8732 0.3616 0.09
H 2.3364 -0.5122 1.9031 0.07
H -2.1017 -0.2903 -5.3871 0.08
H 1.4517 -1.0317 -0.1748 0.08
H 1.3700 2.7571 -0.2422 0.06
H -1.2268 1.5284 5.5357 0.09
H -1.9534 4.3175 1.9222 0.09
H 0.4189 -1.1922 3.8400 0.07
H 5.1777 -3.1412 -0.9928 0.11
H -2.7228 1.8107 -4.5835 0.08
H 1.3502 3.2902 -3.4286 0.04
H -2.4143 4.1648 -3.4821 0.04
```

Output
* LUMO energy: -3.53 eV
* gap between HOMO and LUMO: 7.11 eV
* largest force on an atom: 3.5 eV Å⁻¹
* multiplicity: 1
* E: -67566.3424 eV
* total charge: +1
* energy relative to the best compared isomer or geometry (same formula, charge and spin): 168.51 kJ/mol

=====

2 unconnected molecules or ions with the total composition C5H7ClN4. Source: the OMol25 dataset; level of theory: ωB97M-V with the def2-TZVPD basis set.

The geometry in XYZ format:
```
17
Properties=species:S:1:pos:R:3:lowdin_charge:R:1
Cl -2.5228 -0.8483 -3.2539 -0.33
N 0.0724 0.6299 0.5528 0.07
N -2.6032 -0.2680 -0.3013 0.07
N 3.4760 0.5934 -1.6561 0.17
N -1.8428 -1.2458 -0.6640 -0.04
C 0.4529 -0.3740 -0.3003 -0.25
C 2.6882 -0.0861 -1.1850 -0.22
C 1.8487 -0.9363 -0.3766 -0.11
C -0.4936 -1.2360 -0.6664 -0.16
C 0.1984 1.8885 0.7548 0.06
H -2.3976 0.7110 -0.2285 0.11
H 0.8619 2.3825 0.0926 0.07
H -3.5702 -0.3836 -0.5074 0.10
H 1.8946 -1.8412 -0.9724 0.12
H -0.0575 -2.2128 -1.0085 0.14
H -0.4163 2.5496 1.3286 0.08
H 2.3269 -1.1603 0.5524 0.13
```

Output
* LUMO energy (alpha / beta): -2.47 / -2.02 eV
* gap between HOMO and LUMO (alpha / beta): 5.34 / 6.81 eV
* largest force on an atom: 3.5 eV Å⁻¹
* multiplicity: 1
* E: -23775.8882 eV
* energy relative to the best compared isomer or geometry (same formula, charge and spin): 311.14 kJ/mol